DFT (ωB97M-V/def2-TZVPD) results for a structure of composition C39H50F6N6O8S5TeW.

Cartesian coordinates (Å):
W (-0.800, -0.595, 0.134)
Te (2.761, 3.745, -2.210)
S (1.315, 2.980, 2.379)
S (3.467, -0.096, -0.158)
S (-6.962, 0.068, 2.171)
S (1.125, -3.218, 3.681)
S (4.869, 2.286, -0.355)
F (6.780, 0.534, 0.018)
F (6.598, 1.177, -2.041)
F (3.826, -0.790, 2.359)
F (7.453, 2.505, -0.568)
F (3.231, -2.390, 1.023)
F (5.258, -1.630, 0.976)
O (2.025, -0.074, -0.099)
O (4.081, -0.522, -1.377)
O (-3.829, -4.266, 3.370)
O (-5.812, 0.218, 1.295)
O (5.065, 3.490, 0.370)
O (4.330, 2.469, -1.767)
O (-8.052, -0.764, 1.760)
O (-4.764, -2.914, 4.778)
N (-4.147, -3.165, 3.761)
N (0.228, -1.739, 1.818)
N (-3.893, -0.722, 3.238)
N (-2.420, -0.868, 1.601)
N (0.082, 0.982, 1.419)
N (4.047, 1.251, 0.451)
C (2.246, 6.565, -0.589)
C (3.888, 5.503, -2.265)
C (6.560, 1.561, -0.784)
C (0.230, 2.288, 1.274)
C (-3.108, 1.446, 2.267)
C (5.455, 4.459, -3.984)
C (-1.229, 1.759, -2.719)
C (-0.189, -1.761, -1.595)
C (-3.655, -2.059, 2.987)
C (3.472, 6.584, -1.468)
C (3.995, -1.301, 1.143)
C (-0.493, 3.130, 0.290)
C (-1.766, -3.787, -1.528)
C (-3.540, 0.944, -1.106)
C (-1.530, -2.303, -1.388)
C (-4.934, -0.149, 4.107)
C (-8.053, 2.382, 1.288)
C (-0.163, -4.185, 1.438)
C (-2.602, -1.436, -1.231)
C (0.842, 0.519, 2.483)
C (5.379, 7.848, -2.285)
C (-2.765, -2.138, 1.976)
C (5.012, 5.587, -3.095)
C (-6.346, -0.580, 3.719)
C (1.334, -1.537, 3.841)
C (-7.578, 1.690, 2.559)
C (-3.133, -0.032, 2.365)
C (6.183, 9.115, -2.281)
C (1.581, 1.463, 3.110)
C (0.336, -3.000, 2.185)
C (0.814, -0.907, 2.763)
C (-2.379, -0.005, -1.268)
C (1.056, -0.074, -3.034)
C (-0.133, -0.441, -2.194)
C (-3.992, -1.952, -0.978)
C (0.980, -2.701, -1.772)
C (-1.194, 0.435, -1.994)
C (4.233, 7.740, -1.499)
C (5.742, 6.769, -3.077)
H (0.993, -3.475, -1.008)
H (6.569, 9.322, -1.282)
H (-4.228, 0.609, -0.336)
H (1.074, 0.971, -3.323)
H (-4.546, -1.930, -1.920)
H (1.003, -0.665, -3.953)
H (-3.199, 1.938, -0.820)
H (-1.416, 3.520, 0.724)
H (1.924, -2.169, -1.698)
H (-8.862, 1.820, 0.824)
H (-7.241, 2.484, 0.570)
H (-0.845, -4.360, -1.542)
H (6.619, 6.846, -3.709)
H (-4.111, 1.041, -2.033)
H (4.605, 3.960, -4.453)
H (-4.007, -2.976, -0.618)
H (-1.478, 1.567, -3.765)
H (-0.270, 2.273, -2.705)
H (-7.051, -0.297, 4.501)
H (-0.744, 2.529, -0.576)
H (-8.423, 3.374, 1.536)
H (-4.097, 1.816, 1.997)
H (-0.528, -3.870, 0.469)
H (-4.544, -1.336, -0.271)
H (-2.411, 1.720, 1.484)
H (0.635, -4.915, 1.300)
H (1.836, -1.103, 4.689)
H (-0.969, -4.681, 1.983)
H (3.918, 8.589, -0.903)
H (6.013, 3.705, -3.426)
H (-1.984, 2.436, -2.332)
H (-2.413, -4.197, -0.754)
H (-4.819, 0.932, 4.060)
H (-6.771, 2.237, 3.052)
H (5.565, 9.965, -2.574)
H (0.117, 3.980, -0.012)
H (6.108, 4.831, -4.771)
H (-2.266, -3.961, -2.483)
H (-2.790, 1.903, 3.206)
H (-6.424, -1.661, 3.607)
H (2.002, -0.315, -2.561)
H (2.478, 6.156, 0.398)
H (0.952, -3.192, -2.748)
H (-8.392, 1.538, 3.269)
H (2.282, 1.337, 3.918)
H (-4.739, -0.467, 5.127)
H (7.026, 9.054, -2.966)
H (-2.359, -3.018, 1.516)
H (1.421, 5.989, -1.011)
H (1.870, 7.578, -0.453)

## Properties
HOMO-LUMO gap (alpha / beta) (eV): 6.72 / 6.72
Charge: +2
Calculated total energy (a.u.): -5371.2455
Relative energy (zero: lowest compared OMol25 entry of this formula, charge and spin) (kJ/mol): 0.0

Atomic partial charges in e from the Löwdin method, atoms 1 to 99: 1.5480, 1.5297, 1.1633, 0.6194, 0.6605, 1.1742, 0.6424, 0.1676, 0.1824, 0.1478, 0.1851, 0.1432, 0.1840, -0.3005, -0.2396, 0.1249, -0.3294, -0.2297, -0.6730, -0.2688, 0.1126, -0.3218, -0.0301, 0.0702, 0.0044, -0.0715, -0.2703, -0.0839, -0.4383, -0.6658, -0.6088, 0.0215, -0.0639, -0.0269, -0.3490, -0.1067, -0.3087, -0.6651, -0.0605, -0.0193, -0.0335, -0.2510, -0.1007, -0.0993, -0.0603, -0.2596, -0.3398, -0.2332, -0.0218, -0.2934, -0.1927, -0.3088, -0.2935, -0.2771, -0.0294, -0.2975, -0.6056, -0.3424, -0.3477, 0.0028, -0.2407, 0.0002, -0.0219, -0.2528, -0.0001, 0.0079, 0.0707, 0.0927, 0.0435, 0.0550, 0.1197, 0.1216, 0.0709, 0.0968, 0.0595, 0.0882, 0.0759, 0.0758, 0.1268, 0.1134, 0.0548, 0.0787, 0.1197, 0.0492, 0.1264, 0.0398, 0.0878, 0.0877, 0.0281, 0.0617, 0.0400, 0.1061, 0.0989, 0.0978, 0.1305, 0.0749, 0.0735, 0.0825, 0.1208